# 1
DFT (ωB97M-V/def2-TZVPD) results for a structure of composition C16H15BrPbS at a distorted geometry.

The geometry in XYZ format:
```
34
C16H15BrPbS, DFT ωB97M-V/def2-TZVPD
C -0.38 2.44 0.38
C -0.03 2.02 1.70
C 1.37 1.74 1.71
H -0.70 1.94 2.54
C 1.87 1.91 0.39
C 0.78 2.35 -0.44
H 0.85 2.58 -1.50
H -1.37 2.76 0.06
H 1.94 1.39 2.56
H 2.89 1.73 0.06
Pb -1.40 -0.05 -1.89
Br -2.92 -0.29 0.23
C -2.86 -1.27 -3.84
C -2.22 -0.24 -4.62
C -2.89 0.99 -4.34
H -1.44 -0.39 -5.37
C -3.94 0.73 -3.42
C -3.92 -0.66 -3.10
H -4.67 -1.18 -2.50
H -2.68 -2.34 -3.94
H -2.70 1.95 -4.83
H -4.72 1.44 -3.13
S 0.88 -2.27 0.25
C 1.74 -1.99 1.66
C 1.15 -2.17 2.95
C 1.86 -1.80 4.09
C 3.16 -1.26 3.96
C 3.77 -1.12 2.70
C 3.07 -1.50 1.56
H 0.13 -2.53 3.02
H 1.41 -1.93 5.08
H 3.68 -0.91 4.85
H 4.78 -0.72 2.61
H 3.50 -1.35 0.57
```

HOMO (alpha / beta)   -7.73 / -7.73 eV
LUMO (alpha / beta)   -2.4 / -2.1 eV


# 2
DFT (ωB97M-V/def2-TZVPD) results for the ion C8H8NO with charge +1 at a distorted geometry.

The geometry in XYZ format:
```
18
C8H8NO, DFT ωB97M-V/def2-TZVPD
C 1.56 -1.42 0.94
C 1.04 -2.31 -0.04
C 1.20 -0.05 1.07
C 0.13 -1.79 -0.89
C 0.17 0.39 0.26
C -0.38 -0.52 -0.70
C -0.16 1.88 0.20
C -1.55 2.23 0.37
N -1.39 -0.06 -1.51
O -2.06 -0.62 -2.28
H 2.25 -1.82 1.64
H 1.09 -3.42 0.02
H 1.75 0.56 1.81
H -0.19 -2.37 -1.72
H 0.41 2.45 0.89
H 0.30 2.04 -0.85
H -2.23 1.94 1.11
H -1.96 2.87 -0.31
```

HOMO (alpha / beta)   -12.57 / -14.36 eV
Total charge   +1
LUMO (alpha / beta)   -6.9 / -6.5 eV


# 3
DFT (ωB97M-V/def2-TZVPD) results for the molecule C10H13N3 at a distorted geometry.

The geometry in XYZ format:
```
26
C10H13N3, DFT ωB97M-V/def2-TZVPD
C -1.78 -0.94 -1.40
C -2.04 0.52 -1.03
C -1.34 0.68 0.41
C -0.54 -1.19 -0.36
C 0.49 -2.20 0.09
C 1.38 -1.22 1.03
C 1.43 0.38 0.56
C 2.60 1.04 0.39
C 0.36 2.44 -0.13
C 0.17 1.10 0.43
H -2.52 -1.53 -1.00
H -1.69 -1.05 -2.52
H -1.77 1.40 -1.76
H -3.16 0.55 -0.60
H -1.87 1.37 1.02
H -0.66 -0.86 1.76
H 0.12 -0.34 -0.76
H 0.17 -2.91 0.88
H 1.10 -2.56 -0.69
H 0.99 -1.21 2.05
H 2.35 -1.68 1.18
H 3.48 0.45 0.61
H -0.36 3.01 -0.72
N -1.25 -0.65 0.87
N 2.73 2.38 0.05
N 1.61 3.04 -0.35
```

HOMO   -8.73 eV
LUMO   0.2 eV


# 4
DFT (ωB97M-V/def2-TZVPD) results for a structure of composition C2H3FLiOSn at a distorted geometry.

The geometry in XYZ format:
```
9
C2H3FLiOSn, DFT ωB97M-V/def2-TZVPD
H 0.89 1.91 -0.76
C 0.86 0.70 0.38
C 0.24 -0.59 -0.01
O -1.14 -0.39 -0.26
Li -1.10 1.55 -0.16
Sn -2.40 -1.48 -0.66
F 1.49 0.59 1.58
H 0.39 -1.35 0.79
H 0.78 -0.96 -0.90
```

HOMO (alpha / beta)   -13.65 / -10.33 eV
Total charge   +1
LUMO (alpha / beta)   -5.3 / -5.3 eV


# 5
DFT (ωB97M-V/def2-TZVPD) results for a structure of composition C37H40BrCoGeIN5S2Se.

The geometry in XYZ format:
```
89
C37H40BrCoGeIN5S2Se, DFT ωB97M-V/def2-TZVPD
Co -0.31 0.71 -0.32
C 4.02 -1.91 2.20
C 4.95 -0.74 2.27
C 5.92 -0.66 3.28
C 6.83 0.38 3.34
C 6.78 1.39 2.39
C 5.81 1.35 1.40
C 4.90 0.30 1.34
N 3.93 0.28 0.30
C 2.57 0.49 0.49
N 2.21 0.69 1.78
C 0.98 1.16 2.33
C -0.16 1.29 1.54
C -1.29 1.80 2.21
C -1.28 2.13 3.55
C -0.12 1.95 4.30
C 1.03 1.47 3.70
C 2.29 1.29 4.51
N 1.75 0.48 -0.50
C 2.28 0.37 -1.82
C 2.38 1.54 -2.57
C 2.82 1.49 -3.88
C 3.17 0.28 -4.45
C 3.07 -0.88 -3.70
C 2.63 -0.86 -2.38
C 2.50 -2.16 -1.62
H 4.45 -2.77 2.72
H 3.82 -2.19 1.17
H 3.05 -1.69 2.66
H 5.97 -1.46 4.01
H 7.57 0.41 4.12
H 7.48 2.21 2.42
H 5.74 2.14 0.66
H 4.25 0.45 -0.64
H 3.00 0.75 2.41
H -2.19 1.95 1.63
H -2.18 2.52 4.02
H -0.11 2.20 5.35
H 2.11 1.57 5.55
H 3.11 1.93 4.14
H 2.65 0.26 4.49
H 2.06 2.47 -2.12
H 2.86 2.41 -4.46
H 3.49 0.23 -5.49
H 3.32 -1.84 -4.16
H 2.02 -2.92 -2.24
H 1.92 -2.03 -0.72
H 3.49 -2.54 -1.34
S -0.89 0.13 -2.51
C -1.15 1.83 -2.71
S -0.91 2.73 -1.26
C -1.50 2.39 -3.93
C -1.68 1.58 -5.09
N -1.83 0.93 -6.03
C -1.70 3.80 -4.08
N -1.85 4.93 -4.22
C -7.92 1.19 1.78
Ge -6.57 1.27 0.34
C -7.27 0.35 -1.23
C -6.19 3.13 -0.10
C -4.91 0.44 0.94
Se -3.57 0.40 -0.50
C -4.01 -1.38 -1.13
H -8.85 1.67 1.46
H -7.56 1.70 2.67
H -8.14 0.15 2.04
H -8.18 0.84 -1.58
H -7.51 -0.69 -1.01
H -6.53 0.38 -2.04
H -7.06 3.63 -0.52
H -5.38 3.18 -0.83
H -5.87 3.68 0.79
H -5.04 -0.57 1.32
H -4.48 1.03 1.75
H -5.07 -1.47 -1.32
H -3.69 -2.13 -0.40
H -3.46 -1.51 -2.06
Br 1.27 -4.87 1.70
C 0.56 -4.53 -0.03
C 0.80 -5.48 -1.02
C 0.33 -5.28 -2.30
C -0.39 -4.13 -2.60
C -0.63 -3.19 -1.61
C -0.16 -3.38 -0.32
I -0.48 -1.84 1.05
H 1.36 -6.37 -0.77
H 0.52 -6.02 -3.07
H -0.75 -3.95 -3.60
H -1.17 -2.28 -1.85
```

HOMO (alpha / beta)   -4.52 / -4.51 eV
Total charge   -1
LUMO (alpha / beta)   1.9 / 1.9 eV
⟨S²⟩   0.78
2S+1   2


# 6
DFT (ωB97M-V/def2-TZVPD) results for the ion C5H8BrN2 with charge +1 at a distorted geometry.

The geometry in XYZ format:
```
16
C5H8BrN2, DFT ωB97M-V/def2-TZVPD
C 0.69 1.05 -1.06
C 1.09 1.63 0.09
C -0.84 -0.57 0.15
C -0.14 -0.14 -1.13
C 0.46 1.25 1.31
N -0.39 0.24 1.27
N -0.84 -1.87 0.36
Br -2.86 0.31 -0.09
H 0.92 1.47 -2.02
H 1.89 2.34 0.00
H -0.91 -0.11 -1.86
H 0.58 -0.85 -1.39
H 0.38 1.82 2.13
H -0.93 0.04 2.14
H -1.55 -2.31 -0.21
H -1.07 -2.12 1.29
```

HOMO   -14.02 eV
Total charge   +1
LUMO   -5.8 eV